# 1
Formula: C3H5PS
Source: the Open Molecules 2025 dataset
Level of theory: wB97M-V/def2-TZVPD

Cartesian coordinates (Å):
H: -0.59482 1.22226 -1.51857
C: 0.09147 -1.06149 -0.13549
S: 1.24093 -1.82964 1.02987
C: -0.16066 0.20818 0.62038
H: -0.42845 0.13940 1.67331
H: -2.18855 1.09075 -0.30520
P: -0.91862 1.65858 -0.23271
H: -0.28509 -1.47572 -1.04680
H: 2.02059 0.25883 -0.30997
C: 1.22321 -0.21114 0.22518

Properties
Kohn-Sham gap = 9.56 eV
E = -23313.2251 eV
SMILES string = P[C@@H]1[C@H]2S[C@@H]12
F_max = 0.84 eV Å⁻¹
LUMO energy = 0.99 eV
energy relative to the best compared isomer or geometry (same formula, charge and spin) = 186.87 kJ/mol

These are the Löwdin partial charges, in e, on atoms 1 to 5: -0.1103 -0.5329 0.8395 -0.6330 0.0766

# 2
Formula: C4H11N3O2
Source: the Open Molecules 2025 dataset
Level of theory: wB97M-V/def2-TZVPD

Cartesian coordinates (Å):
C: 1.74882 -3.29811 -0.98121
H: 1.78667 -0.14601 -0.17172
H: -0.29107 3.80888 1.19635
H: 2.75315 -3.40989 -0.86694
C: -0.09226 1.76640 0.68799
H: 1.74216 2.08419 1.08422
H: -2.64788 1.88358 -0.23345
H: 1.22100 -4.13586 -0.38316
H: 1.38965 -3.24091 -2.05298
O: -0.03085 -2.02008 -0.15921
H: -2.57563 0.27823 -1.11526
H: -2.99816 0.57146 0.84018
C: 1.11923 -1.99446 -0.59394
C: -2.36952 0.86774 -0.08571
N: -0.76597 2.94234 1.11315
H: -1.66382 2.88601 1.63833
O: 1.98875 -0.98152 -0.70902
N: -0.99133 0.79568 0.09224
N: 1.17918 1.39543 0.75449
H: -0.50213 -0.05310 -0.05435

Properties
Kohn-Sham gap (alpha / beta) = 2.35 / 8.24 eV
E = -12890.2524 eV
F_max = 4.85 eV Å⁻¹
LUMO energy (alpha / beta) = 3.36 / 3.27 eV
energy relative to the best compared isomer or geometry (same formula, charge and spin) = 189.60 kJ/mol
charge = -1
2S+1 = 2

These are the Löwdin partial charges, in e, on atoms 1 to 5: -0.0191 0.0777 -0.0504 0.0279 -0.6340

# 3
Formula: C4H9N2
Source: the Open Molecules 2025 dataset
Level of theory: wB97M-V/def2-TZVPD

Cartesian coordinates (Å):
N: -1.45821 0.20177 0.36527
C: -0.76377 -1.62827 -1.23254
H: -0.26505 2.23044 -0.19699
H: 0.04078 -1.54166 -2.02110
H: 1.36665 1.86075 -0.10109
H: -1.76190 -1.71135 -1.57073
H: -0.66773 -2.72631 -0.85512
C: 0.76961 0.23747 1.61451
H: 0.16726 1.27613 -1.51227
C: 0.35855 1.47641 -0.43947
N: 0.08980 0.30395 0.29084
H: 0.64766 -0.64993 2.25085
H: 1.76886 0.27981 1.30408
H: 0.48991 1.07074 2.28395
C: -0.78241 -0.67995 -0.18019

Properties
Kohn-Sham gap = 12.37 eV
E = -7263.6494 eV
SMILES string = CC1=N[N+]1(C)C
F_max = 4.41 eV Å⁻¹
LUMO energy = -4.32 eV
energy relative to the best compared isomer or geometry (same formula, charge and spin) = 433.45 kJ/mol
charge = +1

These are the Löwdin partial charges, in e, on atoms 1 to 5: 0.3737 0.0314 0.0738 0.1395 0.1427

# 4
Formula: C6H9N2O2
Source: the Open Molecules 2025 dataset
Level of theory: wB97M-V/def2-TZVPD

Cartesian coordinates (Å):
H: 0.28402 -0.58432 1.95043
C: -0.01330 1.53601 -0.34173
C: -0.32761 -2.55383 -2.07350
O: -0.83245 -1.73417 -1.17360
O: -0.82036 -3.59861 -2.42093
H: 0.92049 -0.81767 -2.80376
H: -0.22907 -0.77171 -0.73669
H: 0.16394 2.76226 3.51155
H: 1.20438 -2.33984 -3.73682
C: -0.71435 2.05977 3.13240
C: -0.33033 1.53326 1.74566
C: 0.01843 0.17383 1.31484
H: -0.73969 1.39151 3.94958
N: -0.30571 2.36138 0.64295
H: 1.71784 -2.41617 -2.07876
N: 0.38246 0.31252 0.05110
C: 0.98460 -1.99351 -2.71911
H: -1.40504 2.87528 3.18413
H: 0.04174 1.80399 -1.39774

Properties
Kohn-Sham gap = 7.63 eV
E = -13443.8799 eV
F_max = 6.24 eV Å⁻¹
LUMO energy = 3.81 eV
energy relative to the best compared isomer or geometry (same formula, charge and spin) = 181.73 kJ/mol
charge = -1

These are the Löwdin partial charges, in e, on atoms 1 to 5: 0.0578 -0.3203 -0.6608 -0.0435 0.0208